1.
Molecular formula: C6H12O
Method: DFT, the ωB97M-V functional and the def2-TZVPD basis

Values from the calculation:
Kohn-Sham gap: 8.462 eV
HOMO energy: -8.29 eV
2S+1: 1
calculated total energy: -310.9211 a.u.

```
19
Properties=species:S:1:pos:R:3:forces:R:3:lowdin_charge:R:1
C 2.792065 -0.878598 0.628515 0.10 -0.02 0.06 -0.1245
C 1.771697 -0.714521 -0.497941 -0.07 0.06 0.06 -0.3215
C 0.795626 0.358113 -0.253228 -0.03 -0.36 -0.28 0.0480
C -0.503519 0.173652 -0.935526 0.06 0.04 0.13 -0.2191
C -1.590650 0.939401 -0.191886 0.27 0.03 0.20 -0.4843
C -1.914820 0.267998 1.137655 -0.03 -0.01 0.04 -0.0520
O -2.735345 1.011351 -1.024261 -0.26 0.12 0.04 -0.0451
H 3.607254 -1.549434 0.341124 -0.09 0.08 0.03 0.0668
H 2.307943 -1.297097 1.517505 0.08 0.05 -0.14 0.0696
H 3.202060 0.097066 0.904306 -0.03 -0.16 -0.05 0.0703
H 1.359519 -1.683438 -0.831647 0.02 0.15 0.05 0.1084
H 2.278697 -0.272127 -1.381281 -0.02 -0.03 0.04 0.1393
H -1.175529 1.940589 -0.005085 -0.17 -0.10 -0.01 0.1353
H -0.807048 -0.866648 -1.156462 0.06 0.15 0.09 0.1261
H -0.356255 0.668875 -1.914097 0.06 -0.01 0.11 0.1494
H -2.345273 -0.724344 0.959984 0.07 0.12 0.02 0.0869
H -2.636761 0.860206 1.712642 0.08 -0.08 -0.08 0.0785
H -1.010430 0.159464 1.748270 -0.12 0.05 -0.11 0.0775
H -3.424277 1.458608 -0.517045 0.01 -0.09 -0.19 0.0903
```
Forces are in eV/Å.

***

2.
Molecular formula: C6H12O
Method: DFT, the ωB97M-V functional and the def2-TZVPD basis

Values from the calculation:
Kohn-Sham gap: 8.333 eV
HOMO energy: -8.15 eV
2S+1: 1
calculated total energy: -310.9142 a.u.

```
19
Properties=species:S:1:pos:R:3:forces:R:3:lowdin_charge:R:1
C 0.593641 -1.343541 -2.051827 0.06 -0.04 -0.01 -0.1013
C -0.347497 -0.875474 -0.945696 -0.06 -0.02 0.03 -0.2212
C -1.261052 1.262564 0.738949 0.28 0.14 0.25 -0.0007
C -0.628159 2.564197 1.009863 -0.15 0.01 0.02 -0.1527
C -0.536778 0.140210 1.405941 -0.08 0.02 -0.03 -0.2165
C 0.376990 -0.533456 0.356707 -0.11 0.29 -0.21 -0.4240
O 0.898799 -1.685439 0.996885 0.22 -0.14 -0.10 -0.0311
H 1.214366 -2.194025 -1.742909 -0.09 0.08 -0.06 0.0660
H 1.263897 -0.533459 -2.364887 -0.08 -0.13 0.06 0.0771
H 0.028873 -1.664357 -2.932428 0.09 0.04 0.12 0.0734
H -1.096550 -1.643381 -0.716672 0.09 0.08 -0.03 0.1253
H -0.904235 0.006618 -1.279062 0.08 -0.14 0.03 0.0933
H 0.217449 2.514729 0.290515 -0.08 -0.03 0.03 0.1059
H -1.228853 3.428849 0.714598 0.10 -0.12 0.06 0.0624
H -0.171032 2.708067 2.001957 -0.03 -0.09 -0.10 0.0793
H -1.254893 -0.631041 1.714917 0.06 0.10 -0.08 0.1228
H 0.093025 0.405154 2.272653 -0.09 0.03 -0.15 0.1124
H 1.203544 0.166031 0.131528 -0.13 -0.10 0.02 0.1449
H 1.538464 -2.092247 0.398969 -0.09 0.02 0.13 0.0847
```
Forces are in eV/Å.

***

Ordered energy above the lowest of the compared OMol25 structures with the same formula, charge and spin results: 86.7; 91.0; unit kcal/mol.